(1)
Molecular formula: C23H25Cl3GeN3OPtSSi
Method: DFT, ωB97M-V with the def2-TZVPD basis set

⟨S²⟩: 0.757
Spin multiplicity: 2
Orbital gap (alpha / beta) in eV: 6.95 / 6.52
E_HOMO (alpha / beta) in eV: -7.579 / -7.913
E_LUMO (alpha / beta) in eV: -0.63 / -1.39
Net charge: 0
Calculated total energy in eV: -146821.61789

Geometry as XYZ:
```
59
Properties=species:S:1:pos:R:3:mulliken_spin:R:1
Pt 0.02135 -0.17978 0.27001 0.2294
C 0.77568 -2.54924 -2.39114 0.0038
Ge -0.21150 -2.34954 -0.74899 0.0712
C 0.39591 -3.68785 0.53026 -0.0322
C -0.32525 -3.90352 1.70548 0.0152
C 0.09745 -4.83406 2.64090 0.0040
C 1.25885 -5.56614 2.41575 -0.0009
C 1.98803 -5.36207 1.25555 0.0007
C 1.55729 -4.42729 0.31826 -0.0013
C -2.12815 -2.56259 -1.04147 -0.0838
C -2.95370 -1.46684 -1.02209 0.0294
C -4.34832 -1.58092 -1.24233 0.0112
C -4.90013 -2.79961 -1.48922 0.0024
C -4.09142 -3.96331 -1.53220 0.0012
C -4.66409 -5.23632 -1.78938 -0.0005
C -3.89237 -6.35773 -1.82019 0.0003
C -2.49970 -6.25886 -1.59861 -0.0002
C -1.92134 -5.04775 -1.35663 0.0014
C -2.69666 -3.85430 -1.30992 0.0060
H 0.66794 -3.59429 -2.68975 -0.0002
H 1.82588 -2.31164 -2.24352 0.0067
H 0.37069 -1.90763 -3.17263 -0.0034
H -1.23029 -3.33336 1.89305 0.0024
H -0.47088 -4.98622 3.55035 0.0002
H 1.59158 -6.29382 3.14535 -0.0002
H 2.89590 -5.92563 1.07913 0.0000
H 2.14911 -4.26976 -0.57669 -0.0003
H -2.53758 -0.48079 -0.86154 0.0122
H -4.96853 -0.69301 -1.21909 0.0011
H -5.96523 -2.90072 -1.66423 -0.0002
H -5.73269 -5.29840 -1.96054 0.0001
H -4.34013 -7.32362 -2.01571 -0.0001
H -1.88916 -7.15276 -1.61162 0.0000
H -0.85673 -4.99927 -1.17774 0.0011
C -3.49113 2.87556 -4.27111 0.0002
C -2.46890 1.74059 -4.30142 -0.0003
C -1.36184 1.92110 -3.31266 0.0012
N -1.08234 1.07016 -2.39256 -0.0059
N -0.01923 1.45979 -1.59821 0.0112
C 0.47579 2.60275 -1.94942 0.0003
N 1.53728 3.16803 -1.32596 0.0011
S -0.32813 3.32464 -3.29771 0.0027
H -4.27824 2.69765 -5.00315 0.0000
H -3.03022 3.83668 -4.50637 -0.0001
H -3.95103 2.95709 -3.28573 0.0000
H -2.04207 1.64662 -5.30275 0.0000
H -2.93964 0.78821 -4.05660 0.0000
H 1.92027 2.71850 -0.50886 0.0004
H 1.85722 4.08464 -1.57038 -0.0002
Cl 2.48798 -1.85603 2.57664 -0.0014
Si 2.17244 -0.69237 0.90007 0.0722
Cl 2.88214 1.19101 1.45469 0.0040
Cl 3.55522 -1.36937 -0.51658 0.0277
C -2.30988 -0.08997 2.26272 0.1664
C -1.67732 0.70552 1.14255 0.2395
O -1.99601 1.80502 0.81590 0.2221
H -2.97208 0.54983 2.84701 0.0006
H -1.54041 -0.54140 2.88502 -0.0096
H -2.87738 -0.90023 1.79918 -0.0091
```



(2)
Molecular formula: C23H25ClN4O4
Method: DFT, ωB97M-V with the def2-TZVPD basis set

Orbital gap in eV: 8.57
E_HOMO in eV: -8.138
E_LUMO in eV: 0.44
Net charge: 0
Structure (SMILES): CCCCn1c(N)c(N(Cc2ccccc2)C(=O)COc2ccc(Cl)cc2)c(=O)[nH]c1=O
Energy above the lowest of the compared OMol25 structures with the same formula, charge and spin in kcal per mole: 1.2
Calculated total energy in eV: -50932.01553

Geometry as XYZ:
```
57
Properties=species:S:1:pos:R:3:lowdin_charge:R:1
C -5.84374 -0.31514 -1.63657 -0.0979
C -5.43566 0.39848 -0.35039 -0.2561
C -5.14460 1.88483 -0.56020 -0.1678
C -3.79230 2.18692 -1.21178 -0.1241
N -2.66866 1.85248 -0.34296 0.0692
C -1.93053 0.70668 -0.48124 -0.2130
N -2.25713 -0.17635 -1.46635 0.2167
C -0.82071 0.49419 0.30314 -0.1305
N -0.08420 -0.71454 0.18453 0.0011
C -0.37640 -1.74586 1.17967 -0.0674
C -1.77428 -2.26326 0.99118 -0.2138
C -2.81270 -1.82753 1.80317 -0.0387
C -4.10588 -2.27470 1.58863 -0.0920
C -4.37436 -3.15188 0.55140 -0.0975
C -3.34541 -3.58464 -0.26956 -0.0783
C -2.05242 -3.14345 -0.05016 -0.0515
C 0.98636 -0.86409 -0.63749 -0.4231
O 1.61038 -1.89682 -0.72157 0.1036
C 1.31687 0.37260 -1.48218 -0.0930
O 2.57046 0.25725 -2.09591 -0.0215
C 3.67284 0.18290 -1.29291 -0.2593
C 4.87788 -0.06376 -1.95122 0.0026
C 6.06258 -0.13425 -1.24982 -0.1040
C 6.04923 0.04354 0.12521 -0.6867
Cl 7.53172 -0.04446 1.01350 0.6525
C 4.86314 0.28951 0.79147 -0.0929
C 3.67347 0.36168 0.08651 -0.0020
C -0.40967 1.44348 1.30168 -0.4187
O 0.55883 1.35165 2.02640 0.0832
N -1.25936 2.54726 1.38073 0.2203
C -2.35651 2.81515 0.61302 -0.4656
O -3.01248 3.82053 0.74358 0.0962
H -5.13400 -0.14815 -2.44566 0.0621
H -6.81165 0.04790 -1.97409 0.0781
H -5.92067 -1.38653 -1.46701 0.0637
H -4.56913 -0.09078 0.10099 0.0746
H -6.25528 0.30491 0.36408 0.1119
H -5.92471 2.32035 -1.18636 0.1194
H -5.16594 2.40104 0.40034 0.1119
H -3.66909 1.68174 -2.16866 0.1188
H -3.73530 3.26567 -1.38126 0.1297
H -3.22520 -0.26563 -1.72716 0.0723
H -1.75602 -1.05248 -1.41492 0.0981
H 0.36131 -2.53705 1.02671 0.1325
H -0.24821 -1.31540 2.17721 0.1348
H -2.60478 -1.14247 2.61268 0.1178
H -4.90466 -1.93943 2.23341 0.1076
H -5.38224 -3.50362 0.38852 0.1036
H -3.54980 -4.27329 -1.07602 0.1048
H -1.24389 -3.48964 -0.67877 0.1226
H 1.25482 1.27929 -0.86606 0.1340
H 0.59550 0.45291 -2.30186 0.1428
H 4.85952 -0.20161 -3.02036 0.1199
H 6.99138 -0.32856 -1.76259 0.1044
H 4.85904 0.42523 1.86145 0.1083
H 2.76647 0.55093 0.63920 0.1028
H -1.02252 3.25234 2.07036 0.1734
```



(3)
Molecular formula: C23H25CuN2OS
Method: DFT, ωB97M-V with the def2-TZVPD basis set

⟨S²⟩: 0.773
Spin multiplicity: 2
Orbital gap (alpha / beta) in eV: 5.96 / 4.94
E_HOMO (alpha / beta) in eV: -3.678 / -3.390
E_LUMO (alpha / beta) in eV: 2.28 / 1.55
Net charge: -1
Energy above the lowest of the compared OMol25 structures with the same formula, charge and spin in kcal per mole: 19.3
Calculated total energy in eV: -84756.76084

Geometry as XYZ:
```
53
Properties=species:S:1:pos:R:3:mulliken_spin:R:1
C 2.44157 0.01870 0.99504 -0.0819
C 2.32911 -0.73451 -0.20243 0.2329
C 1.74267 0.10246 -1.20638 -0.0571
H 2.69898 -1.75514 -0.32940 -0.0066
C 1.42826 1.37780 -0.60349 0.0661
C 1.89614 1.30224 0.78163 0.1904
H 1.11546 2.27251 -1.15709 -0.0163
C -0.80523 -2.02457 1.00557 0.0267
C -0.02404 -3.04854 0.35358 0.0221
C -0.32075 -3.00319 -1.04069 0.0575
H 0.72883 -3.73578 0.76217 0.0013
C -1.23256 -1.97903 -1.26894 -0.0442
C -1.56624 -1.34401 -0.00931 0.1122
H 1.70509 -0.11692 -2.27664 -0.0129
H 1.97198 2.16153 1.45010 0.0020
H 3.01926 -0.23822 1.86947 -0.0024
H -2.51312 -0.80191 0.01686 -0.0048
H -0.02358 -3.66682 -1.84935 -0.0012
H -0.73319 -1.61685 2.02891 0.0000
Cu -0.58257 0.71523 -0.43648 0.4522
C -1.69602 -1.57881 -2.64857 -0.0024
C -3.23712 -1.47738 -2.64993 -0.0003
C -1.18800 -2.47212 -3.78484 0.0038
H -3.64938 -2.46659 -2.41488 -0.0001
H -3.62014 -1.19200 -3.63106 0.0002
H -3.61176 -0.73486 -1.93546 0.0001
H -1.55113 -3.49800 -3.73630 -0.0003
H -0.08551 -2.49952 -3.81984 -0.0010
H -1.55974 -2.03855 -4.72238 -0.0003
C -0.94253 -0.24896 -2.95733 0.0261
C -1.66307 1.03617 -2.82090 -0.0233
H -0.34113 -0.31716 -3.87018 -0.0128
H -0.19734 -0.08067 -2.15810 -0.0209
O -1.96323 1.33725 -1.62782 0.0088
N -1.79778 1.81309 -3.97080 0.0002
C -0.63043 2.65909 -4.33410 0.0005
H -2.61484 2.41212 -4.04423 -0.0002
C 0.65021 1.94795 -4.53974 -0.0001
C 1.81346 2.48363 -3.96952 -0.0004
H 1.71900 3.41262 -3.39438 -0.0002
C 3.03385 1.81732 -4.10446 -0.0001
H 3.92924 2.23517 -3.62144 -0.0002
C 3.05072 0.60429 -4.80860 0.0003
H 3.98475 0.05548 -4.87531 0.0002
C 1.89442 0.08222 -5.41065 0.0008
H 1.90508 -0.86703 -5.95615 0.0000
C 0.69256 0.80136 -5.33053 0.0006
H -0.25977 0.48806 -5.79577 -0.0011
H -0.40656 3.32157 -3.49486 0.0002
H -0.95808 3.14584 -5.26635 0.0001
S -1.38916 2.65320 3.65946 0.0021
C -1.36973 1.93998 2.24141 0.0071
N -1.21712 1.34037 1.22320 0.0764
```



(4)
Molecular formula: C23H25FN4O
Method: DFT, ωB97M-V with the def2-TZVPD basis set

Orbital gap in eV: 9.16
E_HOMO in eV: -8.501
E_LUMO in eV: 0.66
Net charge: 0
Structure (SMILES): Cn1cc(CN(Cc2ccccc2)C[C@@H]2CCC(=O)N2)c(-c2ccccc2F)n1
Energy above the lowest of the compared OMol25 structures with the same formula, charge and spin in kcal per mole: 14.2
Calculated total energy in eV: -34982.69333

Geometry as XYZ:
```
54
Properties=species:S:1:pos:R:3:lowdin_charge:R:1
C -1.54057 -4.75113 1.08389 -0.0181
N -0.91225 -3.58031 0.54507 -0.2049
C -1.50757 -2.48146 0.04562 -0.0038
C -0.51168 -1.62835 -0.38458 -0.1246
C -0.73136 -0.25014 -0.91513 -0.1180
N -0.85462 0.69782 0.18824 -0.1616
C -1.72000 1.81806 -0.12169 -0.1612
C -3.15082 1.35243 -0.23011 -0.2242
C -3.65176 0.46084 0.71111 -0.0488
C -4.95885 0.01865 0.63180 -0.0859
C -5.78419 0.46772 -0.38664 -0.0954
C -5.29344 1.35826 -1.32486 -0.0855
C -3.98167 1.79575 -1.24845 -0.0442
C 0.38397 1.01694 0.85540 -0.1297
C 1.42590 1.85124 0.08050 -0.2793
C 2.81404 1.79045 0.73989 -0.1184
C 3.41821 3.16928 0.48503 -0.0712
C 2.20843 4.07398 0.29550 -0.5021
O 2.18419 5.28179 0.30500 0.0573
N 1.14412 3.26999 0.09456 0.1190
C 0.68416 -2.32375 -0.08874 -0.2046
C 2.08055 -1.93427 -0.27756 -0.1103
C 2.99336 -2.13044 0.75815 -0.0239
C 4.32332 -1.78372 0.61739 -0.0867
C 4.77871 -1.23287 -0.56994 -0.0914
C 3.89949 -1.04639 -1.62228 -0.0154
C 2.57351 -1.40315 -1.46529 -0.2217
F 1.74995 -1.24522 -2.52806 0.0658
N 0.40691 -3.49457 0.47834 0.1409
H -2.16921 -4.49092 1.93741 0.0893
H -0.75411 -5.43079 1.40506 0.0893
H -2.15554 -5.24097 0.32648 0.0902
H -2.57255 -2.36782 0.02048 0.1275
H -1.68086 -0.24345 -1.45543 0.1302
H 0.05865 0.03250 -1.62098 0.1092
H -1.43311 2.33770 -1.05313 0.1245
H -1.65194 2.53135 0.70709 0.1325
H -2.99672 0.11358 1.49570 0.1142
H -5.33917 -0.67566 1.36759 0.1009
H -6.80618 0.12378 -0.44842 0.0995
H -5.93144 1.71107 -2.12188 0.1015
H -3.60251 2.48771 -1.98773 0.1100
H 0.14133 1.54746 1.78195 0.1357
H 0.85573 0.06739 1.12306 0.1160
H 1.48014 1.49286 -0.95808 0.1418
H 2.69259 1.63067 1.81264 0.1233
H 3.41832 0.97966 0.33933 0.0904
H 3.99975 3.19304 -0.43865 0.1247
H 4.05153 3.52655 1.29386 0.1194
H 0.24001 3.64259 -0.14193 0.1333
H 2.63241 -2.56646 1.67643 0.1151
H 5.00908 -1.94244 1.43561 0.1037
H 5.81593 -0.95676 -0.68229 0.1062
H 4.22784 -0.64006 -2.56633 0.1194
```



(5)
Molecular formula: C23H25FN4O3S2
Method: DFT, ωB97M-V with the def2-TZVPD basis set

Orbital gap in eV: 8.51
E_HOMO in eV: -8.109
E_LUMO in eV: 0.40
Net charge: 0
Structure (SMILES): Cc1ccc(C(=O)N2CCN(c3ccccc3F)CC2)cc1NC1=N[C@@H]2CS(=O)(=O)C[C@@H]2S1
Calculated total energy in eV: -60747.96371

Geometry as XYZ:
```
58
Properties=species:S:1:pos:R:3:lowdin_charge:R:1
C -0.07760 3.72377 -3.12974 -0.0445
C -0.01538 2.90567 -1.87230 -0.2094
C -0.44298 3.44101 -0.66735 -0.0348
C -0.39131 2.71361 0.50867 -0.0290
C 0.09311 1.41306 0.48932 -0.1554
C 0.20660 0.62740 1.76298 -0.4247
O 1.20196 0.66919 2.45957 0.0805
N -0.86345 -0.14426 2.06810 -0.0451
C -2.12409 -0.14455 1.37271 -0.1162
C -3.21449 0.47265 2.26048 -0.1450
N -3.27702 -0.26959 3.49917 -0.0959
C -4.46231 -0.29692 4.22126 -0.1682
C -5.51589 0.59387 3.99372 -0.0238
C -6.70773 0.50095 4.68846 -0.0948
C -6.89381 -0.47893 5.64622 -0.0953
C -5.87212 -1.38003 5.89445 -0.0167
C -4.69470 -1.28752 5.18523 -0.2032
F -3.73983 -2.22126 5.43567 0.0511
C -2.00861 -0.24273 4.20639 -0.1221
C -0.91984 -0.85529 3.32649 -0.1072
C 0.53447 0.85873 -0.70243 0.0528
C 0.48637 1.59543 -1.87983 -0.1667
N 0.90984 1.05368 -3.09364 0.0874
C 1.60144 -0.07747 -3.29677 -0.6200
N 1.91060 -0.96874 -2.46091 0.0558
C 2.74202 -2.02208 -2.93471 -0.3723
C 4.06290 -1.96401 -2.17836 -0.1557
S 5.04809 -0.84570 -3.21481 0.6607
O 4.53780 0.49192 -3.15302 -0.2966
O 6.45507 -1.03954 -3.01452 -0.3154
C 4.48896 -1.65344 -4.75110 -0.2421
C 3.01461 -1.86301 -4.48392 -0.5262
S 2.07442 -0.39460 -5.00107 1.0032
H -0.71832 3.25232 -3.87634 0.0857
H 0.91683 3.85623 -3.55694 0.0888
H -0.48317 4.70878 -2.91449 0.0790
H -0.82075 4.45300 -0.64807 0.1110
H -0.71848 3.15702 1.43704 0.1173
H -2.03849 0.41263 0.43959 0.1219
H -2.39800 -1.18201 1.14820 0.1344
H -4.17204 0.39588 1.74376 0.1252
H -2.97886 1.53629 2.43001 0.1311
H -5.39514 1.38516 3.27099 0.1030
H -7.49389 1.21207 4.48363 0.1019
H -7.82096 -0.54769 6.19231 0.1009
H -5.98013 -2.16916 6.62194 0.1176
H -2.08017 -0.79874 5.13762 0.1190
H -1.73108 0.79795 4.44270 0.1375
H 0.05601 -0.76987 3.80628 0.1246
H -1.14857 -1.90838 3.13542 0.1343
H 0.92974 -0.14238 -0.72779 0.1058
H 0.82529 1.65794 -3.89749 0.1092
H 2.23336 -2.97612 -2.74444 0.1471
H 4.59299 -2.91019 -2.14808 0.1092
H 3.93017 -1.55343 -1.18352 0.1172
H 5.04580 -2.58307 -4.83100 0.1088
H 4.68143 -1.01991 -5.61103 0.0993
H 2.62016 -2.71615 -5.03988 0.1047
```



(6)
Molecular formula: C23H25MnNO3S
Method: DFT, ωB97M-V with the def2-TZVPD basis set

⟨S²⟩: 3.988
Spin multiplicity: 4
Orbital gap (alpha / beta) in eV: 7.49 / 8.16
E_HOMO (alpha / beta) in eV: -8.005 / -8.202
E_LUMO (alpha / beta) in eV: -0.52 / -0.04
Net charge: 0
Energy above the lowest of the compared OMol25 structures with the same formula, charge and spin in kcal per mole: 4.0
Calculated total energy in eV: -74043.62581

Geometry as XYZ:
```
54
Properties=species:S:1:pos:R:3:mulliken_spin:R:1
Mn -0.50870 -1.26843 -0.23217 3.4937
C 1.32260 -2.49322 2.14713 0.0037
N 0.11181 -2.79975 1.37633 -0.0306
C 0.19642 -4.17307 0.87515 0.0145
C -1.07433 -2.64176 2.23784 -0.0218
C -1.32795 -1.17594 2.46505 0.0180
C -1.86907 -0.70529 3.65516 -0.0255
C -2.08232 0.65359 3.83322 0.0380
C -1.74254 1.54023 2.81830 -0.0289
C -1.20584 1.06459 1.63016 0.0011
C -0.99870 -0.29520 1.43728 -0.2539
H 1.44988 -3.22625 2.95182 0.0004
H 1.24795 -1.49775 2.57599 -0.0027
H 2.19261 -2.52278 1.49301 -0.0002
H 0.22802 -4.88631 1.70726 -0.0022
H 1.10386 -4.28373 0.28216 -0.0004
H -0.66093 -4.38877 0.24584 -0.0031
H -0.93444 -3.17264 3.18760 -0.0036
H -1.92224 -3.09799 1.72111 0.0011
H -2.12175 -1.40248 4.44667 -0.0011
H -2.50392 1.02013 4.76025 0.0018
H -1.90043 2.60357 2.94841 -0.0011
H -0.94645 1.76971 0.84962 -0.0067
C 4.12603 -0.33894 -0.30325 0.0297
C 3.40621 0.35806 0.65957 -0.0123
C 2.02173 0.26022 0.70762 0.0434
C 1.33395 -0.52695 -0.20798 -0.2629
C 2.06108 -1.18569 -1.19968 0.0159
C 3.44886 -1.10574 -1.24122 -0.0202
H 5.20696 -0.28160 -0.32555 0.0014
H 3.92469 0.97751 1.38136 -0.0008
H 1.47779 0.80317 1.47183 -0.0131
H 1.54855 -1.76515 -1.96177 0.0055
H 3.99750 -1.63747 -2.00872 -0.0009
O -0.47059 6.46379 -3.71269 0.0001
C 0.05904 5.83394 -2.63722 -0.0007
O 0.83299 6.41744 -1.93219 0.0017
C -0.35473 4.41587 -2.41052 0.0086
C -1.50010 3.85094 -2.96419 -0.0045
C -1.82933 2.52931 -2.71844 0.0100
C -1.00636 1.74001 -1.91526 0.0274
S -1.46899 0.05612 -1.72539 -0.1478
C 0.13749 2.30907 -1.34799 0.0000
C 0.45021 3.63400 -1.59061 -0.0054
H -1.02674 5.85977 -4.22081 0.0000
H -2.18360 4.43984 -3.56702 -0.0001
H -2.72486 2.09747 -3.14621 0.0010
H 0.77996 1.69337 -0.73552 -0.0122
H 1.33384 4.08280 -1.15537 -0.0006
C -1.95176 -3.13554 -2.15785 0.0168
O -1.22108 -2.64263 -1.07073 0.1274
H -1.30481 -3.71069 -2.82491 0.0012
H -2.39955 -2.32628 -2.74178 0.0000
H -2.75790 -3.78645 -1.81069 0.0011
```